Arrangement w

A 10-piece molecular cluster, C20H60O10 overall, computed with ωB97M-V/def2-TZVPD.

Results
SMILES: CCO.CCO.CCO.CCO.CCO.CCO.CCO.CCO.CCO.CCO
Lowest unoccupied orbital energy, eV: 0.36
HOMO-LUMO gap, eV: 9.861
Charge: 0

Last column: Mulliken charge in e.
Positions of all 90 atoms, in Å:
C: 5.51 1.82 1.26  -0.80
C: 6.14 0.41 1.17  -0.15
O: 7.04 0.14 2.06  -0.51
H: 5.27 2.00 2.31  0.30
H: 4.59 1.69 0.68  0.11
H: 6.09 2.65 0.86  0.39
H: 6.46 0.24 0.15  0.21
H: 5.27 -0.23 1.30  0.11
H: 7.77 -0.37 1.71  0.37
C: 2.13 1.66 -5.29  -1.32
C: 2.22 0.72 -4.01  0.07
O: 1.04 0.79 -3.28  -0.28
H: 3.08 1.54 -5.82  0.37
H: 2.11 2.65 -4.85  0.31
H: 1.32 1.47 -5.99  0.33
H: 3.07 1.10 -3.44  0.02
H: 2.40 -0.34 -4.21  0.28
H: 1.31 0.86 -2.36  0.33
C: 5.29 -0.76 -2.92  -1.17
C: 4.78 -1.83 -2.01  -0.28
O: 3.35 -1.84 -1.92  -0.56
H: 5.13 0.29 -2.69  0.26
H: 4.75 -0.90 -3.86  0.35
H: 6.31 -1.08 -3.11  0.46
H: 5.23 -1.65 -1.03  0.13
H: 5.15 -2.73 -2.50  0.44
H: 3.03 -2.47 -2.57  0.30
C: -2.00 -1.66 -2.63  -0.05
C: -2.39 -0.49 -3.55  -0.73
O: -1.90 0.75 -3.08  -0.58
H: -0.93 -1.84 -2.73  0.25
H: -2.48 -2.53 -3.07  0.42
H: -2.34 -1.63 -1.59  -0.35
H: -3.45 -0.29 -3.38  0.23
H: -2.27 -0.55 -4.63  0.44
H: -1.00 0.81 -3.40  0.30
C: -4.84 -2.95 3.16  -1.18
C: -4.28 -1.51 2.84  0.12
O: -2.93 -1.78 2.55  -0.53
H: -4.21 -3.34 3.95  0.28
H: -4.72 -3.65 2.32  0.20
H: -5.89 -2.90 3.45  0.41
H: -4.36 -0.86 3.71  0.36
H: -4.83 -0.98 2.06  0.01
H: -2.49 -0.94 2.43  0.31
C: 2.35 3.44 2.90  -1.05
C: 1.89 4.18 4.17  0.10
O: 2.16 5.51 3.93  -0.52
H: 3.36 3.74 2.62  0.46
H: 1.73 3.59 2.02  0.34
H: 2.53 2.37 3.05  0.31
H: 2.47 3.91 5.06  0.31
H: 0.85 3.83 4.25  -0.20
H: 1.56 5.82 3.24  0.32
C: 0.27 -0.62 -0.28  -0.24
C: 1.40 0.17 0.30  -0.03
O: 2.32 0.51 -0.77  -0.64
H: -0.27 0.04 -0.97  0.04
H: -0.42 -0.98 0.48  0.19
H: 0.62 -1.49 -0.83  0.23
H: 1.89 -0.43 1.07  0.38
H: 1.03 1.03 0.86  -0.31
H: 2.81 -0.25 -1.09  0.29
C: -5.88 1.13 -0.42  -1.48
C: -4.57 0.37 -0.66  0.93
O: -3.37 1.06 -0.56  -0.54
H: -6.81 0.57 -0.30  0.35
H: -6.05 1.75 -1.30  0.40
H: -5.75 1.68 0.51  0.32
H: -4.63 -0.15 -1.62  0.06
H: -4.58 -0.41 0.10  -0.47
H: -2.89 0.99 -1.39  0.32
C: -1.86 2.12 3.91  -1.09
C: -1.17 1.32 2.87  -0.18
O: -2.11 0.65 2.06  -0.14
H: -2.22 1.57 4.78  0.31
H: -2.63 2.72 3.43  0.26
H: -1.12 2.86 4.22  0.15
H: -0.39 0.61 3.16  0.40
H: -0.69 2.02 2.18  0.18
H: -2.42 1.21 1.34  0.13
C: -3.93 -4.04 -0.58  -0.53
C: -2.48 -4.13 -0.09  0.57
O: -2.29 -4.27 1.33  -0.58
H: -4.52 -4.84 -0.14  0.28
H: -4.11 -3.97 -1.66  0.34
H: -4.18 -3.10 -0.09  -0.21
H: -1.97 -3.20 -0.34  -0.47
H: -2.01 -4.95 -0.64  0.37
H: -2.42 -3.45 1.81  0.40

---

Arrangement x

C20H60O10 as an isolated structure, computed with ωB97M-V/def2-TZVPD.

Results
Lowest unoccupied orbital energy, eV: 0.12
HOMO-LUMO gap, eV: 9.767
Charge: 0

Last column: Mulliken charge in e.
Positions of all 90 atoms, in Å:
C: 11.55 -62.52 0.18  -1.21
C: 10.95 -62.07 1.51  1.01
O: 9.91 -63.01 1.75  -0.51
H: 12.39 -61.92 -0.28  0.29
H: 10.40 -62.67 -0.54  0.19
H: 11.86 -63.52 0.13  0.40
H: 10.41 -61.11 1.25  -0.53
H: 11.89 -61.94 2.31  0.18
H: 9.25 -62.57 2.45  0.31
C: 9.27 -62.13 6.99  -1.02
C: 7.93 -62.77 7.50  -0.76
O: 6.86 -62.39 6.55  -0.40
H: 9.28 -61.04 7.31  0.09
H: 9.73 -62.29 6.08  0.30
H: 9.98 -62.62 7.65  0.45
H: 7.68 -62.57 8.50  0.57
H: 7.89 -63.78 7.59  0.59
H: 6.05 -62.27 7.05  0.16
C: 8.56 -59.29 3.38  -0.90
C: 7.69 -60.57 3.18  -0.45
O: 8.07 -61.85 3.76  0.07
H: 8.97 -59.13 4.39  0.33
H: 7.96 -58.52 3.18  0.23
H: 9.40 -59.34 2.69  0.27
H: 7.75 -60.57 2.00  0.10
H: 6.82 -60.29 3.48  0.50
H: 7.65 -61.77 4.71  -0.23
C: 4.53 -60.02 5.61  0.02
C: 3.53 -61.08 5.98  -0.31
O: 4.05 -61.69 7.21  -0.69
H: 4.88 -59.17 6.12  0.39
H: 4.31 -59.85 4.51  -0.01
H: 5.52 -60.49 5.74  -0.25
H: 3.26 -62.02 5.20  0.07
H: 2.59 -60.84 6.21  0.48
H: 3.58 -62.74 7.67  0.33
C: 5.11 -57.11 2.43  -1.49
C: 4.63 -58.12 1.49  -0.53
O: 5.63 -59.11 1.15  -0.28
H: 4.28 -56.30 2.79  0.31
H: 6.01 -56.61 2.03  0.35
H: 5.46 -57.35 3.33  0.42
H: 4.30 -57.62 0.70  0.71
H: 3.65 -58.40 1.77  0.52
H: 5.87 -58.98 0.39  0.00
C: 9.94 -57.44 0.03  -1.77
C: 9.39 -58.65 -0.64  0.36
O: 8.02 -58.40 -0.84  -0.42
H: 9.40 -57.06 0.75  0.42
H: 10.05 -56.60 -0.62  0.47
H: 10.91 -57.61 0.39  0.47
H: 9.60 -59.45 0.24  -0.35
H: 9.81 -58.93 -1.68  0.44
H: 7.92 -58.82 -1.59  0.27
C: 3.48 -63.17 1.50  -1.81
C: 4.46 -62.05 1.47  0.54
O: 3.69 -60.94 1.11  -0.61
H: 2.79 -63.39 2.21  0.45
H: 4.03 -64.25 1.36  0.24
H: 3.00 -63.03 0.75  0.67
H: 5.22 -62.32 0.72  0.19
H: 5.04 -62.09 2.36  -0.10
H: 4.27 -60.22 1.09  0.43
C: 9.90 -55.89 4.41  -0.75
C: 10.27 -54.55 3.74  -0.45
O: 10.95 -53.73 4.77  -0.50
H: 9.26 -55.67 5.12  0.37
H: 10.59 -56.60 4.77  0.37
H: 9.23 -56.48 3.64  0.07
H: 9.23 -54.09 3.77  0.18
H: 10.61 -54.53 2.67  0.40
H: 11.79 -53.64 4.26  0.32
C: 7.63 -65.33 3.54  -1.01
C: 7.86 -65.29 5.03  0.38
O: 8.32 -66.55 5.46  -0.55
H: 7.04 -66.09 3.34  0.61
H: 8.52 -65.41 2.98  0.23
H: 6.89 -64.44 3.35  -0.02
H: 6.97 -64.93 5.54  0.16
H: 8.76 -64.54 5.18  -0.11
H: 8.02 -66.67 6.32  0.30
C: 7.74 -58.70 7.85  -0.55
C: 7.09 -57.29 8.00  -0.40
O: 6.73 -57.11 9.28  -0.54
H: 8.60 -58.89 8.47  0.49
H: 8.12 -58.91 6.70  -0.04
H: 7.07 -59.53 8.09  0.27
H: 6.19 -57.13 7.43  0.25
H: 7.75 -56.41 8.04  0.25
H: 6.31 -56.27 9.21  0.32

---

Verdict on stability: arrangement w comes out on top.

---

Arrangement w

One molecule with the formula C2H5NS2, computed with ωB97M-V/def2-TZVPD.

Results
Lowest unoccupied orbital energy, eV: -0.18
HOMO-LUMO gap, eV: 8.639
Charge: 0

Last column: Mulliken charge in e.
Positions of all 10 atoms, in Å:
C: -0.10 0.28 0.49  -0.08
C: -1.58 0.41 -0.51  -0.84
N: 2.03 -1.49 0.44  -0.56
S: 1.09 1.54 0.20  -0.18
S: 1.22 -0.51 -0.55  0.17
H: -0.25 -0.13 1.56  0.38
H: -1.99 -0.55 -0.35  0.31
H: -1.12 0.63 -1.53  0.29
H: -2.30 1.18 -0.04  0.29
H: 3.01 -1.36 0.27  0.23

---

Arrangement x

One molecule with the formula C2H5NS2, computed with ωB97M-V/def2-TZVPD.

Results
SMILES: CSC(N)=S
Lowest unoccupied orbital energy, eV: 0.21
HOMO-LUMO gap, eV: 8.729
Charge: 0

Last column: Mulliken charge in e.
Positions of all 10 atoms, in Å:
C: -0.74 1.34 -1.04  -0.71
S: 0.66 0.13 -0.85  -0.11
C: 0.26 -0.47 0.75  0.32
N: 0.85 -1.73 0.75  -0.44
S: -0.22 0.50 2.01  -0.31
H: -1.23 1.01 -1.95  0.26
H: -0.22 2.25 -1.16  0.26
H: -1.27 1.35 -0.09  0.27
H: 0.70 -2.38 -0.06  0.25
H: 1.20 -2.00 1.64  0.21

---

Verdict on stability: arrangement x comes out on top.

---

Arrangement w

A 14-piece molecular cluster, H26O17S overall, computed with ωB97M-V/def2-TZVPD.

Results
Lowest unoccupied orbital energy, eV: 5.13
HOMO-LUMO gap, eV: 9.672
Charge: -2

Last column: Mulliken charge in e.
Positions of all 44 atoms, in Å:
S: 0.13 0.01 0.15  -0.64
O: -1.05 -0.58 -0.57  -0.57
O: -0.12 1.39 0.35  -0.50
O: 0.23 -0.67 1.45  -0.42
O: 1.33 -0.22 -0.65  -0.25
O: 1.08 2.98 1.91  -0.75
H: 1.62 2.41 2.47  0.46
H: 0.53 2.33 1.40  0.25
O: 2.59 1.84 -1.79  -0.64
H: 2.20 1.10 -1.37  0.33
H: 1.93 2.21 -2.36  0.30
O: -0.88 -1.72 -2.90  -0.82
H: 0.03 -1.76 -2.77  0.53
H: -1.18 -1.39 -2.07  0.21
O: 1.52 -2.68 2.56  -0.74
H: 1.07 -1.97 2.09  0.51
H: 1.06 -3.44 2.22  0.32
O: -3.56 -0.20 -0.58  -0.73
H: -3.78 0.11 0.34  0.34
H: -2.63 -0.42 -0.51  0.32
O: 1.20 0.59 3.50  -0.77
H: 0.81 0.01 2.82  0.35
H: 0.44 1.21 3.63  0.36
O: -1.61 1.30 -2.36  -0.63
H: -0.82 1.25 -2.91  0.38
H: -1.49 0.63 -1.72  0.43
O: -0.04 3.58 -0.78  -0.74
H: 0.04 3.42 -1.72  0.33
H: -0.04 2.67 -0.40  0.60
O: 1.73 -1.52 -2.74  -0.77
H: 1.62 -1.06 -1.89  0.53
H: 2.28 -2.24 -2.45  0.26
O: -1.59 -3.10 -0.16  -0.70
H: -1.38 -2.15 -0.29  0.52
H: -1.86 -3.47 -0.99  0.28
O: -1.81 -1.92 2.47  -0.68
H: -0.94 -1.55 2.18  0.29
H: -2.36 -1.19 2.36  0.32
O: -2.26 2.55 1.18  -0.70
H: -1.43 2.15 0.87  0.55
H: -2.85 2.70 0.41  0.30
O: 3.75 -0.82 -0.11  -0.72
H: 3.63 -1.79 -0.01  0.30
H: 2.83 -0.57 -0.29  0.40

---

Arrangement x

A 14-piece molecular cluster, H26O17S overall, computed with ωB97M-V/def2-TZVPD.

Results
Lowest unoccupied orbital energy, eV: 5.11
HOMO-LUMO gap, eV: 9.476
Charge: -2

Last column: Mulliken charge in e.
Positions of all 44 atoms, in Å:
S: -0.06 0.03 0.06  -0.27
O: -1.28 -0.67 0.32  -0.88
O: -0.05 0.57 -1.26  -0.52
O: 0.04 1.13 0.96  0.08
O: 1.00 -0.92 0.14  -0.82
O: -2.09 0.19 -2.81  -0.76
H: -1.28 0.39 -2.35  0.37
H: -2.67 -0.31 -2.32  0.38
O: -2.03 2.88 1.63  -0.71
H: -1.29 2.17 1.60  0.36
H: -1.47 3.65 1.49  0.29
O: 2.50 -2.08 1.88  -0.75
H: 1.79 -1.80 1.24  0.52
H: 2.80 -2.76 1.23  0.34
O: 1.09 3.33 0.89  -0.77
H: 0.62 2.51 0.83  0.22
H: 1.73 3.35 0.26  0.34
O: 1.38 0.18 -3.50  -0.77
H: 0.86 0.56 -2.75  0.46
H: 0.88 -0.62 -3.78  0.33
O: 3.14 -0.57 -1.64  -0.75
H: 2.74 -0.78 -0.77  0.24
H: 2.49 -0.16 -2.32  0.48
O: -3.62 0.22 1.05  -0.65
H: -4.13 -0.36 1.75  0.29
H: -2.74 -0.30 0.94  0.56
O: -0.48 1.18 3.52  -0.55
H: 0.24 0.71 3.91  0.38
H: -0.07 1.14 2.78  0.18
O: 3.66 0.52 1.23  -0.68
H: 3.06 0.67 0.56  0.30
H: 3.38 -0.37 1.40  0.47
O: 0.00 3.13 -1.79  -0.54
H: 0.01 2.29 -1.76  0.39
H: 0.21 3.28 -2.70  0.30
O: -1.91 -2.61 2.21  -0.72
H: -2.70 -3.15 1.86  0.28
H: -1.71 -1.83 1.53  0.51
O: -2.99 -1.84 -1.26  -0.85
H: -2.46 -2.42 -1.80  0.33
H: -2.34 -1.30 -0.58  0.45
O: 0.99 -3.35 -0.67  -0.72
H: 0.86 -2.41 -0.41  0.57
H: 1.89 -3.48 -0.76  0.29

---

Verdict on stability: arrangement w comes out on top.